a.
Below is a cluster of 2 separate species, C2H4NO4 in total, with properties calculated with wB97M-V/def2-TZVPD.

CARTESIAN COORDINATES (ANGSTROEM)
N1 1.160 1.193 -0.157
C1 -0.105 1.524 0.307
O1 -1.079 0.642 -0.026
O2 -0.325 2.529 0.968
H1 1.273 0.305 -0.629
H2 1.964 1.743 0.159
H3 -0.674 -0.193 -0.436
O3 0.320 -1.222 -1.193
C2 0.149 -2.256 -0.434
O4 -0.341 -2.268 0.707
H4 0.449 -3.261 -0.882

net charge	-1
lowest unoccupied orbital energy	4.19	eV
multiplicity	1
Kohn-Sham gap	0.34974	hartree

---

b.
Below is a cluster of 2 separate species, C2H4NO4 in total, with properties calculated with wB97M-V/def2-TZVPD.

CARTESIAN COORDINATES (ANGSTROEM)
O1 0.502 0.271 -1.748
C1 -0.442 -0.393 -1.376
N1 -0.546 -1.039 -0.181
C2 0.491 -0.705 0.921
O2 0.179 0.316 1.524
O3 1.472 -1.450 0.904
H1 -1.365 -0.424 -1.982
H2 -1.030 -1.920 -0.271
H3 -0.693 1.555 -0.039
H4 -1.432 2.462 0.906
O4 -1.173 2.398 -0.010

net charge	-1
lowest unoccupied orbital energy	4.04	eV
multiplicity	1
Kohn-Sham gap	0.32099	hartree

---

Order from most stable to least stable according to the calculation: a, b

---

a.
Below is the ion C5H8N5 with charge +1, with properties calculated with wB97M-V/def2-TZVPD.

CARTESIAN COORDINATES (ANGSTROEM)
C1 0.642 1.096 -1.972
C2 -0.098 -0.897 -1.085
C3 1.068 -1.395 -0.574
C4 0.719 1.760 1.317
C5 -1.296 -1.825 -0.932
N1 -0.261 0.128 -1.831
N2 1.015 1.753 -0.910
N3 -0.556 2.210 1.280
N4 1.342 1.378 0.249
N5 2.021 -1.755 -0.052
H1 0.586 1.826 -2.858
H2 1.154 1.346 2.264
H3 -1.382 -2.395 0.023
H4 -2.185 -1.215 -1.158
H5 -1.230 -2.409 -1.917
H6 -1.054 2.450 2.160
H7 2.881 -1.968 0.415
H8 -0.938 2.618 0.490

net charge	+1
lowest unoccupied orbital energy	-5.52	eV
SMILES string	C/C(C#[NH+])=N/C=N\N=C/N
multiplicity	1
Kohn-Sham gap	0.24139	hartree

---

b.
Below is the ion C5H8N5 with charge +1, with properties calculated with wB97M-V/def2-TZVPD.

CARTESIAN COORDINATES (ANGSTROEM)
C1 -4.103 -0.190 -1.446
C2 -2.835 0.057 -0.912
C3 -1.370 -1.558 0.234
C4 -0.060 -1.084 0.425
C5 1.359 0.986 0.426
N1 -4.422 -1.503 -1.148
N2 -3.485 -2.046 -0.594
N3 -2.441 -1.196 -0.469
N4 0.269 0.150 0.213
N5 2.671 0.437 0.772
H1 -4.883 0.365 -2.074
H2 -1.490 -2.594 0.564
H3 0.670 -1.811 0.796
H4 0.951 1.641 1.177
H5 1.543 1.501 -0.435
H6 2.577 -0.497 1.015
H7 -2.034 0.836 -0.876
H8 3.324 0.550 0.095

net charge	+1
lowest unoccupied orbital energy	-7.33	eV
SMILES string	NC/N=C/C=[N+]1\C=CN=N1
multiplicity	1
Kohn-Sham gap	0.23029	hartree

---

Order from most stable to least stable according to the calculation: a, b

---

a.
Below is the ion C3H7IN with charge +1, with properties calculated with wB97M-V/def2-TZVPD.

CARTESIAN COORDINATES (ANGSTROEM)
C1 -0.286 -0.025 1.262
C2 -0.541 1.092 0.291
C3 0.574 -0.794 -1.064
N1 -0.497 -0.302 -0.121
I1 2.621 -0.039 -0.730
H1 0.737 -0.157 1.665
H2 -1.191 -0.146 1.842
H3 -1.458 1.613 0.522
H4 0.220 1.789 0.044
H5 0.700 -2.000 -1.170
H6 0.482 -0.327 -2.060
H7 -1.362 -0.704 -0.481

net charge	+1
lowest unoccupied orbital energy	-3.95	eV
SMILES string	IC[NH+]1CC1
multiplicity	1
Kohn-Sham gap	0.36571	hartree

---

b.
Below is the ion C3H7IN with charge +1, with properties calculated with wB97M-V/def2-TZVPD.

CARTESIAN COORDINATES (ANGSTROEM)
C1 -0.606 -1.375 0.002
C2 -1.519 -0.417 0.614
C3 0.426 1.034 -0.063
N1 -0.530 -0.041 -0.437
I1 -3.473 0.089 -0.030
H1 0.193 -1.833 0.643
H2 -1.096 -2.139 -0.798
H3 -1.204 0.063 1.503
H4 0.940 1.397 -1.018
H5 -0.047 1.936 0.375
H6 1.022 0.624 0.809
H7 -0.707 0.109 -1.398

net charge	+1
lowest unoccupied orbital energy	-4.07	eV
SMILES string	C[N@H+]1C[C@@H]1I
multiplicity	1
Kohn-Sham gap	0.37101	hartree

---

Order from most stable to least stable according to the calculation: a, b

---

a.
Below is a structure of composition C29H38N4O8W, with properties calculated with wB97M-V/def2-TZVPD.

CARTESIAN COORDINATES (ANGSTROEM)
W1 0.010 -0.375 -0.192
C1 0.976 -2.341 -0.974
C2 2.148 -1.686 -0.500
C3 1.987 -1.552 0.926
C4 0.732 -2.138 1.250
C5 0.119 -2.693 0.104
C6 -0.993 -3.734 0.092
C7 -1.525 -3.970 1.506
C8 -0.326 -5.034 -0.392
C9 -2.160 -3.406 -0.838
C10 2.954 -1.250 2.081
C11 3.666 -2.585 2.384
C12 4.002 -0.169 1.825
C13 2.202 -0.879 3.368
C14 3.336 -1.465 -1.449
C15 2.916 -1.763 -2.896
C16 4.398 -2.517 -1.070
C17 3.993 -0.070 -1.456
H1 0.774 -2.563 -2.008
H2 0.322 -2.179 2.244
H3 -0.731 -4.284 2.188
H4 -2.270 -4.765 1.478
H5 -2.004 -3.078 1.908
H6 0.524 -5.303 0.240
H7 0.028 -4.938 -1.419
H8 -1.048 -5.852 -0.360
H9 -2.675 -2.497 -0.532
H10 -2.869 -4.237 -0.813
H11 -1.831 -3.277 -1.868
H12 4.263 -2.943 1.549
H13 2.939 -3.359 2.636
H14 4.328 -2.451 3.242
H15 4.688 -0.433 1.025
H16 4.595 -0.041 2.732
H17 3.545 0.795 1.592
H18 1.606 -1.705 3.754
H19 1.547 -0.024 3.240
H20 2.935 -0.629 4.136
H21 2.643 -2.810 -3.040
H22 3.767 -1.556 -3.547
H23 2.091 -1.122 -3.209
H24 3.956 -3.507 -0.930
H25 4.937 -2.244 -0.166
H26 5.129 -2.583 -1.878
H27 3.639 0.522 -2.295
H28 5.074 -0.180 -1.562
H29 3.811 0.504 -0.555
O1 -1.151 1.169 -0.514
N1 -2.124 1.141 -1.451
N2 -2.254 -0.146 -1.834
O2 -1.064 -0.864 -1.790
C18 -3.061 -0.401 -2.963
C19 -2.700 -1.363 -3.898
C20 -3.542 -1.617 -4.971
C21 -4.728 -0.918 -5.122
C22 -5.073 0.049 -4.184
C23 -4.252 0.309 -3.103
H30 -1.765 -1.891 -3.788
H31 -3.258 -2.366 -5.700
H32 -5.379 -1.119 -5.962
H33 -5.995 0.605 -4.294
H34 -4.514 1.057 -2.368
O3 2.888 4.772 -0.628
C24 2.435 4.619 0.606
O4 2.568 5.458 1.458
C25 1.743 3.336 0.924
C26 1.152 3.071 2.152
N3 0.633 1.845 2.103
N4 0.864 1.281 0.915
C27 1.507 2.180 0.177
C28 1.693 1.820 -1.256
O5 2.240 2.591 -2.030
O6 1.233 0.653 -1.551
H35 2.670 3.998 -1.211
H36 1.079 3.694 3.026
H37 -0.001 1.312 2.729
O7 -1.620 -0.749 1.074
C29 -1.893 -0.411 2.273
O8 -1.154 0.169 3.069
H38 -2.904 -0.706 2.590

lowest unoccupied orbital energy (spin up / spin down)	-0.43 / -1.11	eV
multiplicity	3
Kohn-Sham gap (spin up / spin down)	0.23311 / 0.26859	hartree

---

b.
Below is a structure of composition C29H38N4O8W, with properties calculated with wB97M-V/def2-TZVPD.

CARTESIAN COORDINATES (ANGSTROEM)
W1 -0.338 -0.081 0.262
C1 1.743 1.109 0.159
C2 1.269 1.416 -1.179
C3 0.087 2.184 -1.026
C4 -0.119 2.304 0.399
C5 0.956 1.747 1.118
C6 1.328 2.079 2.554
C7 2.152 0.991 3.249
C8 2.207 3.337 2.443
C9 0.092 2.420 3.388
C10 -0.888 2.932 -1.949
C11 -2.328 2.789 -1.420
C12 -0.956 2.504 -3.416
C13 -0.493 4.419 -1.889
C14 2.136 1.033 -2.385
C15 2.621 2.342 -3.032
C16 3.389 0.283 -1.917
C17 1.461 0.127 -3.421
H1 2.623 0.525 0.368
H2 -0.950 2.809 0.858
H3 2.952 0.617 2.608
H4 1.541 0.149 3.564
H5 2.618 1.411 4.143
H6 3.128 3.116 1.900
H7 2.470 3.698 3.439
H8 1.681 4.133 1.912
H9 -0.635 1.611 3.386
H10 -0.404 3.315 3.008
H11 0.386 2.618 4.421
H12 -2.641 1.744 -1.430
H13 -3.002 3.352 -2.067
H14 -2.447 3.171 -0.408
H15 -1.254 1.462 -3.506
H16 -0.030 2.668 -3.955
H17 -1.723 3.108 -3.906
H18 -0.520 4.794 -0.864
H19 -1.187 5.012 -2.489
H20 0.514 4.574 -2.278
H21 3.148 2.955 -2.298
H22 1.803 2.935 -3.433
H23 3.310 2.117 -3.849
H24 4.009 0.898 -1.262
H25 3.985 0.027 -2.795
H26 3.135 -0.646 -1.404
H27 0.522 0.526 -3.781
H28 1.277 -0.862 -3.000
H29 2.133 0.005 -4.274
O1 -1.075 -0.266 -1.829
N1 -1.506 -1.414 -2.188
N2 -1.689 -2.197 -1.218
O2 -1.461 -1.807 0.025
C18 -2.129 -3.543 -1.419
C19 -1.732 -4.503 -0.504
C20 -2.138 -5.813 -0.689
C21 -2.930 -6.154 -1.777
C22 -3.321 -5.176 -2.685
C23 -2.926 -3.862 -2.507
H30 -1.110 -4.224 0.335
H31 -1.827 -6.570 0.019
H32 -3.244 -7.179 -1.917
H33 -3.942 -5.437 -3.531
H34 -3.221 -3.084 -3.198
O3 1.743 -4.163 4.801
C24 0.857 -4.121 3.786
O4 0.502 -5.116 3.231
C25 0.340 -2.766 3.427
C26 -0.679 -2.058 4.040
N3 -0.938 -0.963 3.296
N4 -0.133 -0.940 2.227
C27 0.632 -2.022 2.278
C28 1.507 -2.291 1.088
O5 2.375 -3.128 1.123
O6 1.178 -1.544 0.060
H35 1.982 -3.266 5.064
H36 -1.255 -2.267 4.927
H37 -1.825 -0.429 3.277
O7 -3.469 -0.172 2.643
C29 -3.228 0.112 1.478
O8 -2.117 0.649 1.095
H38 -3.984 -0.061 0.697

lowest unoccupied orbital energy (spin up / spin down)	0.04 / -0.22	eV
multiplicity	3
Kohn-Sham gap (spin up / spin down)	0.24349 / 0.31752	hartree

---

Order from most stable to least stable according to the calculation: a, b

---

a.
Below is a cluster of 2 separate species, CH3NS2 in total, with properties calculated with wB97M-V/def2-TZVPD.

CARTESIAN COORDINATES (ANGSTROEM)
C1 -1.145 -0.273 0.024
N1 1.306 0.697 0.085
S1 -2.694 -0.776 -0.028
S2 -0.327 1.194 -0.112
H1 -0.009 -1.174 -0.416
H2 1.601 0.383 0.988
H3 1.268 -0.051 -0.541

lowest unoccupied orbital energy	-0.63	eV
multiplicity	1
Kohn-Sham gap	0.30451	hartree

---

b.
Below is a cluster of 2 separate species, CH3NS2 in total, with properties calculated with wB97M-V/def2-TZVPD.

CARTESIAN COORDINATES (ANGSTROEM)
C1 1.061 -0.081 0.717
N1 1.693 -0.415 1.724
S1 -1.975 -0.183 -1.218
S2 1.230 0.650 -0.686
H1 1.433 -0.771 2.594
H2 -3.084 -0.035 -2.181
H3 -0.358 0.835 -0.950

lowest unoccupied orbital energy	-2.00	eV
multiplicity	1
Kohn-Sham gap	0.22577	hartree

---

c.
Below is the molecule CH3NS2, with properties calculated with wB97M-V/def2-TZVPD.

CARTESIAN COORDINATES (ANGSTROEM)
C1 -0.032 -1.322 0.151
N1 0.263 1.377 -0.110
S1 -0.366 -2.618 1.030
S2 -0.889 0.179 0.337
H1 0.632 -1.426 -0.702
H2 0.003 2.222 0.400
H3 0.389 1.589 -1.107

lowest unoccupied orbital energy	-0.33	eV
SMILES string	NSC=S
multiplicity	1
Kohn-Sham gap	0.30552	hartree

---

Order from most stable to least stable according to the calculation: c, a, b